1.
A 6-piece molecular cluster, C2H16N2O4 overall at a distorted geometry, computed with wB97M-V/def2-TZVPD.

Each line ends with the natural charge from an NBO analysis.
Geometry (Å):
1 C 0.81 -1.60 -1.99  -0.1072
2 C -0.50 -1.07 -2.51  -0.3378
3 N -1.67 -1.51 -1.68  -0.7704
4 N 0.24 -0.80 0.41  -0.7610
5 H 1.62 -1.32 -2.66  0.2399
6 H 0.84 -2.68 -1.93  0.2174
7 H -0.72 -1.28 -3.56  0.2746
8 H -0.51 0.03 -2.41  0.2519
9 H -2.17 -2.22 -2.22  0.3530
10 H -1.29 -2.09 -0.94  0.3486
11 H 0.57 -1.04 -0.60  0.2557
12 H 0.19 -1.58 1.07  0.3828
13 H 0.79 -0.12 1.00  0.4387
14 H -0.50 1.92 4.23  0.4721
15 O -0.58 1.47 3.38  -1.0227
16 H 0.14 2.72 -0.31  0.4732
17 H 1.24 1.98 0.63  0.4995
18 O 1.02 2.76 0.06  -1.0109
19 H 0.35 1.21 3.07  0.5206
20 H 2.36 0.92 2.09  0.4674
21 O 1.43 0.79 1.87  -1.1840
22 H -0.87 0.74 0.45  0.4536
23 H -1.30 1.37 1.75  0.5020
24 O -1.47 1.41 0.80  -0.9570

The calculation puts the max |F| at 3.7 eV/Å. As for the net charge: 0. The LUMO energy comes out at -0.1659 Ha. As for the orbital gap: 4.57 eV. The calculation puts the energy above the lowest of the compared OMol25 structures with the same formula, charge and spin at 180.4 kcal per mole.

---

2.
A 5-piece molecular cluster, C2H16NO4 overall at a distorted geometry, computed with wB97M-V/def2-TZVPD.

Each line ends with the natural charge from an NBO analysis.
Geometry (Å):
1 C 0.33 -1.51 -0.46  -0.4708
2 N -0.41 -0.46 0.24  -0.5507
3 C 0.32 0.88 0.08  -0.4440
4 H -0.20 -1.96 -1.32  0.2728
5 H 1.25 -1.15 -0.91  0.2320
6 H 0.50 -2.48 0.09  0.2613
7 H -0.64 -0.47 1.31  0.4869
8 H -1.35 -0.39 -0.37  0.4730
9 H 0.84 1.32 0.97  0.2533
10 H -0.36 1.66 -0.30  0.2383
11 H 1.06 0.81 -0.74  0.2378
12 H -1.41 -1.99 -3.56  0.4878
13 H -2.51 -1.05 -3.16  0.4896
14 O -1.69 -1.43 -2.84  -0.9709
15 H 1.29 -1.63 3.60  0.4809
16 H 0.09 -2.68 3.84  0.5010
17 O 0.61 -2.07 3.18  -0.9788
18 H 1.40 3.43 6.17  0.4833
19 H 1.34 4.28 4.68  0.4819
20 O 1.92 3.79 5.43  -0.9652
21 H -0.81 0.15 -6.22  0.4678
22 H -0.67 1.58 -5.73  0.4793
23 O -0.94 0.67 -5.48  -0.9468

The calculation puts the max |F| at 4.6 eV/Å. As for the net charge: +1. The LUMO energy comes out at -0.1115 Ha. As for the orbital gap: 10.40 eV. The calculation puts the energy above the lowest of the compared OMol25 structures with the same formula, charge and spin at 67.3 kcal per mole.

---

3.
A 5-piece molecular cluster, C2H16NO4S overall at a distorted geometry, computed with wB97M-V/def2-TZVPD.

Each line ends with the natural charge from an NBO analysis.
Geometry (Å):
1 C 0.12 0.80 -0.57  -0.2700
2 C 0.37 1.62 0.67  -0.5574
3 S -0.23 3.31 0.47  -0.0009
4 N 0.21 -0.66 -0.33  -0.7068
5 H 0.77 1.08 -1.41  0.2268
6 H -0.79 1.04 -1.13  0.2747
7 H 1.46 1.67 0.78  0.2401
8 H -0.01 1.14 1.57  0.2298
9 H -1.25 3.30 1.36  0.1448
10 H 0.93 -0.86 0.38  0.4532
11 H 0.50 -1.18 -1.17  0.4592
12 H -0.67 -1.13 -0.13  0.4566
13 H -2.82 0.41 -2.37  0.4868
14 H -3.17 0.67 -0.90  0.4869
15 O -2.64 0.11 -1.48  -0.9608
16 H 2.38 -1.91 -3.37  0.4958
17 H 2.11 -2.65 -2.06  0.4735
18 O 1.67 -2.16 -2.76  -0.9589
19 H -2.67 -1.12 2.02  0.4982
20 H -1.17 -1.22 1.86  0.4596
21 O -1.92 -0.68 1.60  -0.9485
22 H 2.98 -0.87 2.31  0.5022
23 H 1.65 -0.25 2.73  0.4868
24 O 2.18 -0.45 1.95  -0.9718

The calculation puts the max |F| at 1.9 eV/Å. As for the net charge: +1. The LUMO energy comes out at -0.1152 Ha. As for the orbital gap: 9.18 eV. The calculation puts the energy above the lowest of the compared OMol25 structures with the same formula, charge and spin at 6.0 kcal per mole.

---

> Which of these has the lowest orbital gap?

C2H16N2O4

---

> Which value of max |F| does entry 1 give?

3.7 eV/Å

---

> Among the records above, which one has the highest max |F|?

C2H16NO4